{
  "formula": "C42H108F6KN15O11P5",
  "method": "wB97M-V/def2-TZVPD",
  "fmax_ev_per_a": 3.6,
  "energy_ev": -169260.9836,
  "charge": -1,
  "lumo_energy_ev": 1.9,
  "homo_lumo_gap_ev": 6.79,
  "elements": ["K", "C", "O", "O", "C", "F", "F", "F", "C", "C", "H", "H", "H", "H", "H", "H", "C", "O", "O", "C", "F", "F", "F", "C", "C", "H", "H", "H", "H", "H", "H", "O", "P", "N", "C", "C", "N", "C", "C", "N", "C", "C", "H", "H", "H", "H", "H", "H", "H", "H", "H", "H", "H", "H", "H", "H", "H", "H", "H", "H", "O", "P", "N", "C", "C", "N", "C", "C", "N", "C", "C", "H", "H", "H", "H", "H", "H", "H", "H", "H", "H", "H", "H", "H", "H", "H", "H", "H", "H", "O", "P", "N", "C", "C", "N", "C", "C", "N", "C", "C", "H", "H", "H", "H", "H", "H", "H", "H", "H", "H", "H", "H", "H", "H", "H", "H", "H", "H", "O", "P", "N", "C", "C", "N", "C", "C", "N", "C", "C", "H", "H", "H", "H", "H", "H", "H", "H", "H", "H", "H", "H", "H", "H", "H", "H", "H", "H", "O", "P", "N", "C", "C", "N", "C", "C", "N", "C", "C", "H", "H", "H", "H", "H", "H", "H", "H", "H", "H", "H", "H", "H", "H", "H", "H", "H", "H", "O", "C", "O", "C", "C", "C", "H", "H", "H", "H", "H", "H"],
  "coordinates": [[-14.189, 15.293, -2.674], [-13.346, 14.746, 0.926], [-13.931, 13.536, 0.283], [-13.294, 15.682, -0.013], [-14.220, 15.167, 2.133], [-15.160, 16.080, 1.878], [-14.887, 14.083, 2.639], [-13.404, 15.593, 3.123], [-13.413, 12.320, 0.804], [-14.516, 11.384, 1.331], [-14.210, 10.339, 1.211], [-14.783, 11.580, 2.367], [-15.372, 11.418, 0.656], [-12.638, 12.442, 1.563], [-12.944, 11.780, -0.026], [-12.348, 14.496, 1.308], [-17.448, 16.612, -3.060], [-16.975, 15.632, -2.153], [-16.391, 17.370, -3.329], [-18.148, 15.846, -4.308], [-19.456, 15.658, -3.946], [-18.200, 16.611, -5.431], [-17.706, 14.605, -4.658], [-17.942, 14.742, -1.609], [-17.412, 14.218, -0.265], [-16.635, 13.486, -0.507], [-17.038, 14.902, 0.492], [-18.181, 13.643, 0.267], [-18.345, 13.975, -2.273], [-18.864, 15.223, -1.246], [-18.254, 17.167, -2.548], [-25.678, 12.440, -3.376], [-24.792, 13.326, -2.600], [-24.718, 12.975, -0.974], [-23.749, 13.586, -0.049], [-25.278, 11.715, -0.471], [-25.148, 14.973, -2.628], [-24.919, 15.732, -3.861], [-26.274, 15.493, -1.863], [-23.182, 13.247, -3.153], [-22.775, 12.124, -3.970], [-22.183, 14.291, -3.016], [-24.247, 13.719, 0.915], [-23.412, 14.570, -0.356], [-22.993, 12.809, 0.087], [-24.695, 10.888, -0.883], [-26.281, 11.480, -0.840], [-25.416, 11.819, 0.603], [-23.977, 15.464, -4.340], [-25.671, 15.400, -4.586], [-24.910, 16.811, -3.728], [-26.056, 16.403, -1.293], [-27.079, 15.740, -2.559], [-26.578, 14.819, -1.062], [-22.180, 11.385, -3.432], [-23.655, 11.731, -4.482], [-22.208, 12.500, -4.833], [-21.251, 14.002, -2.515], [-22.474, 15.040, -2.273], [-21.982, 14.778, -3.970], [-14.033, 12.863, -4.406], [-13.569, 11.477, -4.223], [-13.857, 10.401, -5.485], [-15.192, 10.517, -6.082], [-13.338, 9.032, -5.493], [-14.168, 10.795, -2.811], [-13.823, 9.506, -2.231], [-15.342, 11.443, -2.169], [-11.877, 11.350, -4.012], [-11.273, 11.552, -2.697], [-10.959, 11.123, -5.123], [-15.111, 10.722, -7.153], [-15.764, 11.322, -5.623], [-15.754, 9.582, -6.002], [-13.151, 8.788, -6.544], [-14.155, 8.342, -5.253], [-12.461, 8.929, -4.866], [-14.637, 8.793, -2.097], [-13.050, 9.028, -2.834], [-13.333, 9.691, -1.269], [-15.096, 12.302, -1.546], [-15.846, 11.830, -3.062], [-16.091, 10.782, -1.739], [-11.228, 12.615, -2.465], [-11.707, 10.978, -1.878], [-10.261, 11.137, -2.691], [-11.386, 11.112, -6.120], [-10.465, 10.163, -4.925], [-10.152, 11.859, -5.073], [-20.913, 10.767, 3.772], [-20.018, 11.748, 4.425], [-20.762, 13.140, 4.982], [-21.992, 12.976, 5.739], [-20.475, 14.492, 4.506], [-18.705, 12.084, 3.408], [-18.235, 10.937, 2.631], [-17.699, 13.117, 3.606], [-19.285, 11.086, 5.837], [-19.903, 9.867, 6.365], [-18.586, 11.922, 6.788], [-22.012, 13.721, 6.536], [-22.151, 11.992, 6.179], [-22.854, 13.119, 5.080], [-19.506, 14.783, 4.914], [-21.123, 15.265, 4.923], [-20.447, 14.626, 3.424], [-19.004, 10.406, 2.077], [-17.455, 11.262, 1.945], [-17.766, 10.245, 3.343], [-16.789, 12.964, 4.193], [-17.412, 13.546, 2.643], [-18.175, 13.982, 4.061], [-19.882, 9.841, 7.459], [-20.969, 9.823, 6.143], [-19.311, 9.037, 5.977], [-19.252, 12.628, 7.301], [-17.799, 12.546, 6.360], [-18.084, 11.258, 7.492], [-20.171, 21.404, -6.602], [-18.798, 21.185, -6.082], [-17.977, 20.088, -7.046], [-16.749, 19.422, -6.635], [-18.610, 19.568, -8.256], [-18.622, 20.732, -4.519], [-17.337, 20.883, -3.792], [-19.711, 20.204, -3.730], [-17.859, 22.604, -6.209], [-18.197, 23.612, -5.171], [-17.756, 23.265, -7.499], [-16.037, 20.173, -6.285], [-16.265, 18.821, -7.403], [-16.988, 18.758, -5.802], [-19.049, 18.585, -8.052], [-17.839, 19.338, -8.999], [-19.297, 20.285, -8.695], [-16.614, 21.602, -4.179], [-17.446, 21.068, -2.727], [-16.826, 19.935, -3.985], [-20.247, 19.398, -4.234], [-19.371, 19.633, -2.859], [-20.305, 21.021, -3.314], [-17.450, 23.491, -4.379], [-18.069, 24.637, -5.508], [-19.141, 23.390, -4.673], [-17.471, 22.644, -8.348], [-17.043, 24.096, -7.538], [-18.680, 23.785, -7.783], [-18.319, 17.841, 0.419], [-19.358, 18.258, 1.390], [-20.967, 17.827, 1.000], [-21.472, 18.334, -0.283], [-21.481, 16.521, 1.387], [-19.415, 19.898, 1.710], [-20.705, 20.572, 1.991], [-18.225, 20.748, 1.742], [-19.206, 17.517, 2.921], [-18.020, 16.718, 3.206], [-19.974, 18.045, 4.034], [-20.740, 19.035, -0.681], [-22.406, 18.900, -0.191], [-21.720, 17.549, -1.001], [-20.973, 16.138, 2.266], [-21.285, 15.833, 0.552], [-22.571, 16.494, 1.473], [-21.334, 19.810, 2.434], [-20.595, 21.422, 2.668], [-21.113, 20.998, 1.071], [-17.360, 20.278, 1.269], [-18.471, 21.664, 1.211], [-17.905, 20.751, 2.790], [-17.534, 16.422, 2.283], [-17.356, 17.288, 3.866], [-18.320, 15.846, 3.799], [-19.655, 19.068, 4.259], [-19.749, 17.411, 4.895], [-21.044, 17.996, 3.824], [-16.058, 12.374, -9.430], [-17.052, 12.869, -8.977], [-17.809, 13.694, -9.740], [-18.953, 14.151, -8.972], [-19.051, 13.286, -7.751], [-17.605, 12.856, -7.589], [-19.865, 14.235, -9.564], [-18.725, 15.200, -8.753], [-19.758, 12.490, -8.006], [-19.509, 13.732, -6.869], [-17.467, 11.873, -7.139], [-17.042, 13.525, -6.937]],
  "atomic_forces_ev_per_a": [[-0.471, 0.310, 0.551], [-0.295, 1.740, -3.084], [0.716, -0.549, 1.351], [0.011, -0.320, 0.763], [0.020, -1.045, -0.390], [0.494, -0.013, 0.244], [-0.074, 0.175, 0.442], [-0.410, 0.453, 0.158], [-0.824, -0.749, -0.532], [0.291, -0.245, -0.518], [0.330, -0.004, 0.414], [-0.232, 0.035, -0.091], [-0.226, 0.482, 0.270], [-0.038, 0.337, 0.064], [0.193, 0.068, -0.148], [0.084, -0.540, 0.461], [2.429, 1.301, -0.553], [-1.016, -2.122, 0.485], [-0.987, -0.531, -1.067], [-0.509, 0.870, 0.759], [-0.165, -0.232, -0.370], [0.259, -0.639, 0.383], [0.227, 0.730, -0.015], [-0.586, 1.146, 2.338], [0.274, -1.860, -0.612], [0.294, 0.143, 0.489], [0.131, 0.637, -0.669], [-0.238, -0.048, -0.293], [0.707, -0.370, -0.206], [0.028, 0.932, -0.721], [-0.557, -0.180, -0.169], [-0.024, -0.243, 0.314], [1.550, 0.834, 0.138], [-1.362, 0.490, 0.046], [-0.916, -1.079, -0.153], [-0.443, 0.266, -1.012], [0.806, 0.230, 0.500], [-0.001, -1.207, -0.582], [0.062, 0.101, 0.291], [-0.672, 0.418, 0.174], [-0.368, 0.570, -1.079], [-0.071, 0.473, 1.145], [0.005, 0.027, 0.061], [0.291, -0.214, -0.331], [0.713, 0.651, 0.175], [0.326, -0.312, 0.980], [-0.024, 0.608, -0.306], [0.612, -0.520, 0.139], [0.086, -0.012, 0.330], [-0.243, 0.601, -0.136], [-0.246, -0.013, 0.292], [0.468, 0.218, -0.418], [-0.355, -0.223, 0.246], [-0.208, -0.417, -0.457], [-0.130, -0.134, -0.050], [-0.023, -0.569, 0.571], [0.440, 0.029, 0.276], [0.160, -0.760, -0.646], [-0.629, 0.203, -0.488], [0.285, 0.017, 0.017], [-0.675, -0.066, -0.193], [2.239, -1.500, 1.036], [-0.214, 0.768, 0.468], [0.244, 0.007, -0.593], [-0.925, 0.524, -0.979], [-1.007, -0.089, 0.897], [1.407, 0.490, -0.219], [-0.051, 0.860, -2.246], [-1.826, -0.690, -0.344], [0.513, -0.187, -0.326], [0.828, -0.180, 1.055], [-0.031, 0.140, -0.007], [0.063, 0.024, 0.010], [0.013, -0.030, 0.326], [0.617, -0.069, 0.081], [0.237, -0.125, 0.675], [0.009, -0.165, -0.103], [-0.296, 0.270, -0.153], [-0.105, -0.084, -0.050], [-0.275, -0.236, 0.265], [0.107, -0.303, 0.348], [-0.501, 0.550, 0.546], [0.557, -0.424, 0.347], [0.061, -0.002, 0.363], [-0.674, 0.307, -0.183], [0.155, 0.306, -0.401], [-0.384, 0.124, 0.195], [0.076, -0.120, -0.408], [-0.112, 0.187, -0.260], [0.115, 0.184, 0.524], [1.423, -0.634, 0.250], [0.488, 0.226, -0.578], [-0.417, 0.229, -0.308], [0.611, 0.159, 0.553], [-0.823, 0.684, 0.182], [0.463, -0.270, 0.661], [-0.701, 1.401, -0.240], [-1.072, 0.151, -0.860], [0.327, 0.297, 0.337], [0.038, 0.221, 0.009], [-0.114, -0.038, 0.070], [0.540, -0.105, -0.043], [-0.101, 0.165, 0.095], [-0.011, 0.119, -0.166], [-0.576, -0.474, 0.008], [-0.038, -0.321, 0.003], [-0.240, 0.239, 0.154], [-0.085, 0.197, -0.047], [0.074, -0.327, -0.270], [-0.061, -0.899, -0.027], [0.273, -0.441, -0.135], [0.094, -0.288, 0.233], [0.377, 0.143, 0.008], [0.161, -0.370, -0.524], [-0.614, -0.439, 0.112], [-0.061, -0.176, 0.283], [-0.071, -0.193, -0.398], [-0.086, 0.170, 0.220], [0.109, -0.444, 0.579], [0.468, 0.220, -1.746], [-0.425, 0.460, -0.992], [-0.332, 0.246, 1.156], [0.692, -0.474, 0.192], [0.744, 1.094, 0.693], [0.710, -1.297, -0.870], [-0.055, -0.654, 0.644], [-0.057, 0.657, 0.476], [1.135, -1.072, 0.862], [-0.356, 0.505, -0.960], [0.151, -0.103, -0.009], [-0.314, 0.200, -0.351], [0.420, -0.216, 0.098], [-0.563, 0.181, -0.074], [0.135, 0.314, -0.018], [-0.277, -0.175, 0.209], [-0.642, 0.430, -0.345], [-0.382, -0.113, -0.006], [0.173, -0.140, 0.992], [-0.529, 0.650, -0.445], [0.726, 0.312, -0.070], [-0.568, -0.237, -0.314], [-0.053, 0.204, 0.104], [-0.496, -0.049, -0.319], [-0.313, 0.461, -0.372], [-0.103, -0.533, 0.346], [0.417, -0.285, 0.674], [-0.329, -0.361, 0.021], [-0.452, 0.367, 0.751], [-0.241, -0.934, 0.682], [0.401, 0.728, 0.173], [-0.145, 0.382, 0.457], [0.217, -0.304, -1.221], [-1.018, 0.079, -0.633], [1.016, -0.340, -0.301], [0.051, -1.539, 0.163], [-0.091, 0.067, -1.579], [-0.497, 0.345, 0.881], [0.851, -0.367, -0.240], [0.034, -0.186, -0.353], [-0.056, 0.022, 0.414], [0.556, -0.220, -0.036], [-0.224, 0.186, 0.014], [0.153, -0.278, 0.161], [-0.021, 0.405, 0.425], [-0.566, 0.364, -0.122], [0.305, -0.214, 0.272], [-0.332, -0.204, -0.043], [-0.360, -0.152, -0.508], [0.360, 0.406, 0.539], [-0.078, 1.250, 0.032], [0.100, 0.057, 0.077], [0.404, -0.041, -0.301], [0.164, 0.083, -0.379], [-0.279, 0.097, 0.191], [-0.180, 0.116, 0.129], [-0.066, 0.147, 0.079], [-0.132, -0.328, 0.324], [0.633, 0.816, -0.597], [-1.011, -0.458, 0.021], [0.289, 2.101, -0.318], [-0.614, -0.507, 0.025], [-0.212, -1.067, 0.926], [0.195, -0.658, -0.355], [0.064, -0.075, 0.394], [0.514, -0.495, 0.082], [0.354, 0.485, -0.070], [-0.118, -0.049, -0.116], [0.041, 0.290, -0.222]]
}